{
  "formula": "C49H65N3O2SbY",
  "method": "ωB97M-V/def2-TZVPD",
  "total_charge": 2,
  "e_lumo_ev": -7.2,
  "fmax_ha_per_bohr": 0.0128,
  "e_homo_ev": -12.7127,
  "e_tot_ha": -2499.09696,
  "species": ["Sb", "Y", "O", "O", "N", "N", "N", "C", "C", "C", "C", "C", "C", "C", "C", "C", "C", "C", "C", "C", "C", "C", "C", "C", "C", "C", "C", "C", "C", "C", "C", "C", "C", "C", "C", "C", "C", "C", "C", "C", "C", "C", "C", "C", "C", "C", "C", "C", "C", "C", "C", "C", "C", "C", "C", "C", "H", "H", "H", "H", "H", "H", "H", "H", "H", "H", "H", "H", "H", "H", "H", "H", "H", "H", "H", "H", "H", "H", "H", "H", "H", "H", "H", "H", "H", "H", "H", "H", "H", "H", "H", "H", "H", "H", "H", "H", "H", "H", "H", "H", "H", "H", "H", "H", "H", "H", "H", "H", "H", "H", "H", "H", "H", "H", "H", "H", "H", "H", "H", "H", "H"],
  "coordinates": [[-3.550978, -0.474930, -0.601111], [-0.345626, -0.938483, -0.446602], [1.427715, -2.195043, -0.688653], [-0.559424, 1.125121, 0.129923], [-1.200651, -3.134467, -1.112060], [1.794952, 0.114640, 0.406202], [-0.845341, -2.411224, -2.324463], [-6.097864, -0.598704, 1.816806], [4.895454, -2.502556, 0.129872], [-5.926953, 3.095186, -0.402079], [0.347312, 1.920219, 0.591410], [2.850121, -0.710623, 0.459769], [1.700228, 1.404228, 0.728040], [-5.999452, 0.680256, 1.036033], [-1.437132, 5.261071, 1.377747], [-5.114379, -4.562204, -1.208025], [6.651394, -2.514894, 2.601657], [-4.732644, -5.222854, -0.052316], [-3.564917, 0.371518, -5.430438], [-4.763371, 0.030126, -4.830350], [0.048790, 3.264306, 0.970695], [1.112612, 4.018759, 1.380928], [4.949848, 3.988709, 1.760146], [3.504770, 5.766170, 0.784447], [3.728653, -2.811605, -0.527137], [3.662777, -4.088995, -1.379157], [-6.908993, 1.705028, 1.289554], [-1.844763, 3.798290, -0.576451], [-1.374608, 3.813942, 0.886956], [3.509690, -5.290517, -0.436830], [-3.762216, -3.179485, 0.816391], [-6.875289, 2.898689, 0.588721], [6.478876, -0.030644, 2.618989], [-5.016239, 2.089123, -0.678212], [2.757426, 2.297830, 1.087711], [2.482223, 3.584173, 1.412179], [-2.931863, -2.518666, 1.888351], [2.633328, -1.942031, -0.275407], [-4.192825, -2.498165, -0.335593], [3.550075, 4.601647, 1.784762], [-4.857505, -0.213526, -3.458225], [7.555960, -1.165030, 0.685257], [-6.220185, -0.469320, -2.876926], [4.958402, -4.239413, -2.191922], [4.080341, -0.505980, 1.148954], [2.512228, -4.114235, -2.395390], [-4.055699, -4.533976, 0.945216], [-3.688970, -0.140361, -2.693308], [-2.493773, 0.254532, -3.301551], [-5.045114, 0.891946, 0.035601], [-2.416482, 0.508213, -4.659742], [5.098245, -1.394877, 1.007277], [-4.842368, -3.205893, -1.345506], [3.268757, 5.122131, 3.202348], [6.433189, -1.271020, 1.728223], [-2.319265, 2.981566, 1.767626], [-2.468925, 5.608114, 1.319546], [-2.908085, -3.123230, 2.793171], [-5.631518, -5.092952, -1.996236], [7.605782, -2.044756, 0.042143], [2.540690, 6.276728, 0.788716], [3.777835, 1.965058, 1.034218], [-3.529448, 0.558401, -6.495327], [-1.884776, -2.422686, 1.553669], [4.169497, 0.312734, 1.841534], [8.518728, -1.076604, 1.189415], [-3.280840, -1.523832, 2.159962], [-5.901061, 4.019662, -0.963799], [-3.748299, -5.059247, 1.841483], [-4.289973, 2.241913, -1.468271], [-1.172666, 4.385363, -1.205369], [3.703382, 5.421021, -0.231543], [2.595491, -5.212275, 0.156163], [4.025149, 5.857294, 3.478701], [-1.595538, -2.459931, -3.007042], [-6.815259, 0.444864, -2.926091], [4.351028, -5.363328, 0.253825], [5.730472, -3.178644, 0.009040], [-1.486483, 0.827733, -5.110838], [5.682740, 4.746251, 2.036523], [4.889703, -5.127942, -2.819672], [5.217134, 3.625115, 0.765345], [-1.604908, 0.435812, -2.692450], [-2.838780, 4.243301, -0.643944], [-6.752353, -1.234348, -3.443878], [-7.599033, 3.671443, 0.811208], [7.447791, 0.025139, 3.114541], [-6.935146, -0.559928, 2.510715], [5.715664, -0.061219, 3.399760], [5.840384, -4.365770, -1.566774], [6.355584, 0.887832, 2.040009], [-0.630619, -3.970368, -1.025814], [3.466262, -6.217673, -1.010990], [-5.144913, -2.703028, -2.254659], [-6.244961, -1.460479, 1.163942], [-2.183826, -3.402642, -1.133026], [2.297081, 5.612149, 3.276908], [6.673618, -3.432026, 2.010945], [-1.119571, 5.354593, 2.418084], [7.422984, -0.286949, 0.051151], [0.922983, 5.042562, 1.670151], [-2.010700, 3.026756, 2.813901], [0.011589, -2.799540, -2.709813], [4.264187, 6.503624, 1.046376], [7.607750, -2.438497, 3.119889], [-5.659897, -0.037228, -5.435009], [-0.833753, 5.932858, 0.764106], [-6.192225, -0.771815, -1.831287], [-7.663171, 1.557004, 2.052439], [-1.898319, 2.786412, -0.976303], [3.299597, 4.312291, 3.933010], [1.544711, -4.240539, -1.909666], [5.044584, 3.167482, 2.474574], [5.865389, -2.612004, 3.352356], [5.120041, -3.377309, -2.841286], [-2.355256, 1.937543, 1.459683], [-5.199482, -0.773908, 2.409032], [-4.955303, -6.273746, 0.075223], [2.658085, -4.963761, -3.063021], [2.492747, -3.209471, -3.008052], [-3.332056, 3.382923, 1.698365]],
  "forces_ev_per_angstrom": [[-0.041, -0.014, -0.014], [0.655, -0.039, -0.022], [-0.394, 0.081, 0.038], [-0.090, 0.044, 0.021], [0.150, -0.077, 0.013], [-0.172, -0.041, -0.017], [-0.043, 0.160, 0.209], [-0.024, -0.028, 0.026], [-0.047, -0.013, -0.037], [-0.002, 0.032, -0.007], [-0.131, 0.094, 0.005], [0.068, -0.084, -0.026], [0.062, -0.021, -0.038], [0.040, 0.021, -0.067], [-0.032, 0.026, 0.012], [-0.004, -0.017, 0.005], [0.017, -0.013, -0.003], [-0.008, -0.007, -0.006], [0.068, 0.015, 0.011], [-0.011, -0.022, 0.025], [0.080, -0.104, -0.013], [-0.050, -0.024, -0.019], [0.001, -0.001, -0.008], [0.002, 0.031, 0.008], [0.046, 0.074, 0.057], [-0.032, 0.002, 0.032], [0.022, -0.026, 0.021], [-0.002, -0.002, 0.004], [0.007, 0.014, -0.023], [-0.012, -0.026, 0.007], [-0.016, -0.035, 0.019], [-0.036, 0.057, -0.007], [-0.003, 0.004, 0.017], [0.022, -0.041, 0.023], [0.037, 0.096, 0.026], [0.032, -0.066, 0.006], [0.019, -0.003, -0.033], [-0.035, -0.041, -0.025], [-0.022, -0.003, -0.029], [0.047, -0.024, -0.003], [-0.015, 0.006, -0.056], [0.006, -0.019, -0.003], [-0.062, -0.009, 0.041], [0.012, -0.009, -0.006], [0.080, 0.002, 0.024], [-0.035, 0.015, -0.054], [0.009, 0.021, -0.007], [-0.025, -0.028, 0.028], [0.068, 0.064, -0.015], [-0.085, 0.023, 0.023], [-0.038, 0.015, -0.039], [-0.056, 0.059, -0.006], [-0.008, 0.023, -0.040], [-0.014, 0.019, -0.002], [-0.005, 0.032, 0.025], [-0.023, -0.001, 0.008], [0.001, 0.001, 0.003], [0.007, 0.012, 0.011], [0.000, 0.005, -0.004], [0.005, -0.002, -0.006], [-0.004, 0.003, 0.001], [0.021, -0.024, 0.006], [0.000, 0.002, -0.002], [-0.012, -0.023, 0.060], [0.007, 0.027, -0.005], [0.003, -0.001, 0.007], [0.001, 0.012, 0.010], [0.002, 0.000, -0.004], [0.003, -0.001, 0.004], [0.007, -0.001, -0.006], [0.008, 0.002, 0.004], [0.002, -0.012, -0.001], [-0.007, 0.003, 0.001], [0.003, 0.003, -0.001], [0.050, 0.053, -0.075], [-0.009, -0.007, 0.002], [0.008, 0.016, -0.005], [0.008, 0.002, -0.003], [0.005, -0.002, 0.003], [-0.007, 0.010, 0.002], [-0.001, -0.001, 0.002], [0.001, -0.001, -0.004], [-0.057, -0.058, -0.064], [-0.002, -0.003, 0.011], [-0.008, 0.008, -0.002], [0.004, 0.004, -0.002], [0.005, -0.007, -0.005], [0.000, -0.013, -0.004], [-0.004, -0.001, 0.003], [0.007, -0.015, 0.005], [0.001, 0.003, -0.008], [-0.019, -0.043, 0.014], [-0.005, -0.001, 0.000], [-0.004, -0.005, 0.011], [0.003, -0.005, -0.008], [-0.010, 0.009, -0.024], [-0.003, 0.005, 0.008], [0.002, -0.005, 0.002], [-0.002, 0.000, 0.005], [-0.009, 0.006, 0.000], [0.012, -0.002, -0.002], [0.006, 0.003, 0.002], [-0.049, -0.093, -0.075], [0.000, 0.002, -0.002], [0.004, 0.000, 0.002], [-0.008, 0.002, 0.004], [0.003, -0.008, -0.008], [0.006, -0.006, -0.007], [0.004, -0.011, 0.005], [0.002, -0.017, -0.008], [0.001, -0.010, -0.004], [0.017, -0.016, 0.024], [-0.004, -0.003, 0.006], [-0.007, 0.008, 0.001], [-0.001, 0.003, 0.002], [0.006, -0.009, -0.018], [0.020, -0.005, 0.033], [0.002, -0.001, -0.005], [0.003, 0.006, -0.005], [0.008, 0.009, 0.002], [-0.003, -0.001, -0.001]]
}